(1)
A cluster of 10 separate species, C18H60O22P4 in total at a distorted geometry. Source: the Open Molecules 2025 dataset; level of theory: ωB97M-V/def2-TZVPD.

Atoms and positions in Å:
C1 -21.15863 -12.64752 -6.49235
O1 -21.60574 -11.38795 -6.93598
P1 -21.12354 -10.07684 -6.15575
O2 -21.53894 -10.02955 -4.74945
O3 -21.52914 -8.83356 -7.15825
C2 -22.89178 -8.60783 -7.40200
O4 -19.51365 -10.01686 -6.35596
C3 -18.98217 -10.30889 -7.62457
H1 -20.53416 -12.57188 -5.60217
H2 -20.48038 -13.01489 -7.26249
H3 -21.98510 -13.34727 -6.36815
H4 -23.55644 -9.36730 -6.99028
H5 -22.99954 -8.60188 -8.48664
H6 -23.19003 -7.64883 -6.97835
H7 -18.08299 -9.69279 -7.62549
H8 -19.62406 -9.95198 -8.42999
H9 -18.73743 -11.35192 -7.82528
C4 -28.68200 -5.96002 -8.39262
O5 -27.82010 -5.21017 -9.25734
P2 -27.76034 -5.53727 -10.79628
O6 -27.25367 -6.88675 -11.10861
O7 -26.80832 -4.25924 -11.38831
C5 -27.16034 -2.90802 -11.17216
O8 -29.25324 -5.16813 -11.35387
C6 -29.54076 -5.14425 -12.74292
H10 -28.09691 -6.30342 -7.53947
H11 -29.14753 -6.87664 -8.75480
H12 -29.45862 -5.31601 -7.98004
H13 -28.13814 -2.71494 -10.73090
H14 -27.21463 -2.42209 -12.14635
H15 -26.36022 -2.49874 -10.55539
H16 -28.67363 -5.60339 -13.21767
H17 -29.82570 -4.18912 -13.18409
H18 -30.40012 -5.81079 -12.81589
C7 -31.07772 -11.15446 -6.79796
O9 -31.24282 -10.23362 -5.77293
P3 -30.16963 -9.03296 -5.60857
O10 -29.88531 -8.37899 -6.91833
O11 -28.86861 -9.77729 -5.00629
C8 -29.03823 -10.46851 -3.79402
O12 -30.73260 -8.09948 -4.43273
C9 -29.88856 -7.02169 -3.93575
H19 -32.04606 -11.37143 -7.24890
H20 -30.68237 -12.06223 -6.34216
H21 -30.39426 -10.68142 -7.50310
H22 -30.00605 -10.96595 -3.85707
H23 -29.10758 -9.84589 -2.90204
H24 -28.24923 -11.20502 -3.64197
H25 -30.47917 -6.11186 -3.82849
H26 -29.06090 -6.71521 -4.57539
H27 -29.42755 -7.23122 -2.97052
C10 -29.94623 -3.32334 0.82948
O13 -28.56261 -3.22542 0.98929
P4 -27.58568 -4.14198 0.07274
O14 -27.86684 -5.58560 0.18464
O15 -27.57366 -3.51889 -1.45111
C11 -26.89640 -4.21573 -2.47138
O16 -26.13565 -3.70634 0.66203
C12 -25.64583 -2.39243 0.55282
H28 -30.38745 -2.85798 1.71088
H29 -30.39925 -4.31203 0.75627
H30 -30.38741 -2.76138 0.00628
H31 -27.39120 -3.99171 -3.41641
H32 -26.75447 -5.28287 -2.30052
H33 -25.91802 -3.75892 -2.62038
H34 -25.34734 -1.98314 1.51796
H35 -26.37048 -1.63395 0.25669
H36 -24.73341 -2.28563 -0.03385
C13 -25.66228 -3.35241 -7.25119
O17 -26.55046 -3.74811 -6.24675
H37 -25.67717 -2.33813 -7.65009
H38 -24.64209 -3.52158 -6.90669
H39 -25.64572 -3.95792 -8.15738
H40 -26.42745 -4.67018 -6.00958
C14 -26.80498 -8.60230 -1.55623
O18 -27.70907 -8.32876 -0.54686
H41 -25.86129 -8.07699 -1.40923
H42 -26.57279 -9.66630 -1.60171
H43 -27.20467 -8.29424 -2.52238
H44 -27.66706 -7.39243 -0.33919
C15 -23.45387 -7.29586 -3.65756
O19 -23.95471 -5.94670 -3.67241
H45 -22.38071 -7.40164 -3.49870
H46 -23.97677 -7.73698 -2.80897
H47 -23.76018 -7.80607 -4.57078
H48 -23.38199 -5.35259 -3.18190
C16 -27.01411 -9.88573 -8.24284
O20 -25.61799 -9.82656 -8.41717
H49 -27.35306 -8.84979 -8.25015
H50 -27.56112 -10.32881 -9.07504
H51 -27.24647 -10.45957 -7.34572
H52 -25.42247 -9.70757 -9.34949
C17 -26.15031 -7.73664 -5.63814
O21 -26.24941 -6.41173 -5.05839
H53 -27.07664 -7.98725 -6.15505
H54 -25.22335 -7.68208 -6.20898
H55 -25.92599 -8.54590 -4.94323
H56 -25.47546 -6.29486 -4.50256
C18 -24.46837 -11.53496 -4.63589
O22 -23.85740 -10.78597 -3.65009
H57 -24.35970 -10.93366 -5.53852
H58 -23.99214 -12.51328 -4.70053
H59 -25.50419 -11.74643 -4.37044
H60 -22.96789 -10.63738 -3.97918

Energy relative to the best compared isomer or geometry (same formula, charge and spin) in eV: 0.914
HOMO energy in eV: -9.54
Energy in a.u.: -3742.7246
Multiplicity: 1
Structure (SMILES): COP(=O)(OC)OC.COP(=O)(OC)OC.COP(=O)(OC)OC.COP(=O)(OC)OC.CO.CO.CO.CO.CO.CO
Orbital gap in eV: 10.04

Results of the Löwdin charge analysis, in e, for atoms 1 through 8:
1. C -0.102
2. O -0.218
3. P 0.484
4. O -0.208
5. O -0.208
6. C -0.124
7. O -0.208
8. C -0.119

---

(2)
A structure of composition C18H62BN4O11Y at a distorted geometry. Source: the Open Molecules 2025 dataset; level of theory: ωB97M-V/def2-TZVPD.

Atoms and positions in Å:
Y1 -1.78952 3.16300 -4.77689
B1 -1.25549 2.19805 -1.59646
H1 -0.92339 1.69853 -2.49336
H2 -2.11889 2.79576 -1.84448
H3 -1.52659 1.47856 -0.83943
H4 -0.41205 2.82529 -1.35273
O1 -2.47043 6.24742 -3.58443
C1 -3.78117 6.71629 -3.40317
C2 -4.91889 6.09223 -4.25467
O2 -4.78330 4.65870 -4.48649
H5 -3.84264 7.80450 -3.39127
H6 -4.15410 6.54242 -2.39382
H7 -4.93198 6.58542 -5.22661
H8 -5.87614 6.22668 -3.75097
C3 0.86131 -3.63395 1.17220
C4 1.22704 -2.19540 1.57887
C5 2.57514 -2.17047 2.36746
O3 2.67840 -3.06650 3.49712
C6 1.74269 -2.94337 4.59963
N1 1.44530 -1.37074 0.44867
H9 0.43524 -4.06297 2.07912
H10 1.76044 -4.20304 0.93601
H11 0.18966 -3.71663 0.31772
H12 0.41716 -1.81321 2.20025
H13 2.76709 -1.15942 2.72666
H14 3.44382 -2.40443 1.75202
H15 0.69767 -3.19424 4.41768
H16 1.79278 -1.93196 5.00291
H17 2.03596 -3.45092 5.51858
H18 0.56508 -0.94754 0.19134
H19 1.85526 -0.54170 0.85453
C7 1.13484 2.78408 3.63593
C8 2.52635 3.28706 3.25988
C9 3.63072 2.79772 4.20873
O4 4.97571 3.14452 3.83777
C10 5.20620 4.61879 3.70139
N2 2.81784 2.75549 1.92022
H20 0.40168 3.06631 2.88034
H21 0.80049 3.02064 4.64606
H22 1.05238 1.71322 3.82187
H23 2.67457 4.36149 3.15162
H24 3.67005 1.70975 4.26242
H25 3.45370 3.13611 5.22964
H26 5.12199 5.16718 4.63962
H27 4.61580 5.15437 2.95796
H28 6.25237 4.55325 3.40247
H29 2.18643 3.13364 1.22854
H30 3.75454 3.05383 1.68854
C11 -3.77324 -2.61468 2.29046
C12 -3.54407 -3.22056 3.71860
C13 -3.36922 -2.14035 4.81751
O5 -2.84947 -2.74739 6.05580
C14 -2.42077 -1.80315 7.02629
N3 -4.61482 -4.10716 4.19093
H31 -4.68621 -2.03070 2.17399
H32 -3.62381 -3.33620 1.48723
H33 -3.04974 -1.81916 2.11212
H34 -2.67059 -3.87130 3.67780
H35 -4.34037 -1.68435 5.00993
H36 -2.69157 -1.34496 4.50729
H37 -1.38846 -1.49779 6.85540
H38 -2.38050 -2.22157 8.03198
H39 -2.94619 -0.84814 7.02759
H40 -4.40169 -4.33413 5.15174
H41 -5.49521 -3.61994 4.27825
C15 2.71126 -2.98172 -6.46918
C16 1.94831 -3.33352 -5.25779
C17 2.34548 -4.69315 -4.62979
O6 1.81995 -5.67652 -5.43543
C18 2.25128 -7.06532 -5.23552
N4 2.11031 -2.12798 -4.41985
H42 2.89782 -1.91947 -6.62703
H43 2.28230 -3.42831 -7.36621
H44 3.68381 -3.46075 -6.35621
H45 0.88434 -3.36431 -5.49258
H46 1.94003 -4.87240 -3.63401
H47 3.41230 -4.83690 -4.45854
H48 1.83995 -7.62746 -4.39712
H49 3.31099 -7.31001 -5.16313
H50 1.94844 -7.60548 -6.13253
H51 3.10980 -2.09468 -4.27838
H52 1.73335 -2.24888 -3.49066
O7 -0.02251 0.84006 -6.17042
H53 0.03686 0.65879 -7.10842
H54 0.44743 0.11646 -5.75594
O8 -3.36783 0.25142 -4.20044
H55 -3.35134 -0.61459 -4.60786
H56 -3.67061 0.09047 -3.30676
O9 1.38081 4.03909 -4.67381
H57 1.66278 4.74776 -4.09543
H58 2.18793 3.72888 -5.08438
O10 -4.66425 2.09571 0.81994
H59 -5.25742 2.84678 0.80354
H60 -3.93277 2.35533 0.25980
O11 -0.38437 5.89383 -0.07896
H61 -0.62466 6.21425 -0.94833
H62 -0.40495 4.94032 -0.16046

HOMO energy in eV: -6.99
Energy in a.u.: -1832.2966
Multiplicity: 1
Orbital gap in eV: 4.23

Results of the Löwdin charge analysis, in e, for atoms 1 through 8:
1. Y 1.896
2. B -0.420
3. H -0.118
4. H -0.086
5. H -0.059
6. H -0.078
7. O -0.359
8. C -0.425

---

(3)
A cluster of 15 separate species, C18H62F3N28O16 in total at a distorted geometry. Source: the Open Molecules 2025 dataset; level of theory: ωB97M-V/def2-TZVPD.

Atoms and positions in Å:
C1 -0.46631 -0.94225 0.27878
O1 0.02431 -0.55774 -0.95852
O2 -0.93866 -2.24962 0.09763
C2 0.59721 -0.58341 1.37441
F1 -0.00349 -0.37709 2.53262
F2 1.52231 -1.46443 1.57192
F3 1.29018 0.55418 1.15632
C3 -0.46522 0.57248 -1.70736
C4 0.40087 0.55240 -2.97162
H1 0.65060 -0.46388 -3.27643
H2 0.18294 1.33108 -3.70255
H3 1.35662 0.93389 -2.61230
H4 -0.43253 1.52915 -1.18601
H5 -1.45694 0.31213 -2.07723
H6 -1.42086 -0.44471 0.45025
C5 -3.81935 5.45284 -2.95992
O3 -3.63240 5.16676 -1.76995
N1 -2.85399 5.24032 -3.80599
N2 -4.83459 6.04751 -3.57243
H7 -3.20990 5.27240 -4.75066
H8 -2.12984 4.55736 -3.63490
H9 -4.95641 5.80165 -4.54445
H10 -5.64133 6.21600 -2.98858
C6 -0.88111 -0.19594 9.11507
O4 -2.06324 -0.18154 9.41409
N3 -0.38151 0.46316 8.11619
N4 0.05241 -0.83421 9.76516
H11 -0.96942 1.14475 7.65805
H12 0.57358 0.28342 7.84126
H13 -0.35375 -1.30281 10.56237
H14 1.05776 -0.79762 9.67557
C7 -5.45482 -6.27914 2.41462
O5 -5.97169 -5.17583 2.20923
N5 -4.14474 -6.52358 2.44803
N6 -6.25280 -7.38077 2.45718
H15 -3.48033 -5.81991 2.15904
H16 -3.84431 -7.25970 3.07090
H17 -5.88133 -8.31974 2.43600
H18 -7.23607 -7.18966 2.32769
C8 1.93567 5.20354 -0.86008
O6 1.05729 5.93096 -0.52768
N7 2.94077 4.81713 -0.15230
N8 2.21092 4.82868 -2.08732
H19 3.65006 4.30760 -0.65963
H20 2.85718 4.82993 0.85415
H21 2.99193 4.23679 -2.33188
H22 1.76765 5.37116 -2.81487
C9 -4.28578 -2.77304 -3.50369
O7 -5.00008 -3.10209 -4.37551
N9 -4.70961 -2.33824 -2.35389
N10 -3.01065 -2.96195 -3.51285
H23 -4.05236 -2.26833 -1.59020
H24 -5.62612 -2.63886 -2.05432
H25 -2.47687 -2.89052 -2.65840
H26 -2.79000 -3.50545 -4.33505
C10 1.22209 7.15968 -6.72228
O8 1.07228 6.03006 -6.30635
N11 0.27654 8.05062 -6.82930
N12 2.34317 7.68127 -6.84176
H27 0.29794 9.01696 -7.12227
H28 -0.63353 7.66621 -6.61928
H29 3.11678 7.03199 -6.83446
H30 2.34725 8.66802 -6.62631
C11 4.69219 2.12747 -5.81491
O9 4.89417 2.52809 -4.67813
N13 4.04656 2.86888 -6.69570
N14 5.21116 1.06328 -6.37791
H31 3.53330 3.66335 -6.34145
H32 3.77549 2.31855 -7.49805
H33 5.23604 1.03914 -7.38732
H34 5.89970 0.57110 -5.82675
C12 0.68427 -0.33868 -9.81370
O10 1.29199 0.72524 -9.71426
N15 0.19947 -0.91176 -10.89594
N16 0.52027 -0.99409 -8.72484
H35 -0.17636 -1.84884 -10.92285
H36 0.02333 -0.26837 -11.65432
H37 0.12927 -1.92253 -8.65263
H38 1.02759 -0.53000 -7.98502
C13 3.11848 -4.45991 -2.49278
O11 3.79939 -5.40552 -2.90094
N17 3.49999 -3.34110 -2.11237
N18 1.78140 -4.54914 -2.39152
H39 2.84679 -2.73133 -1.64162
H40 4.48819 -3.13301 -2.12837
H41 1.24012 -5.38795 -2.54484
H42 1.41026 -3.78203 -1.84940
C14 3.38709 2.51470 5.83527
O12 3.92811 2.87893 6.86955
N19 3.18505 1.26267 5.58414
N20 3.02236 3.21298 4.85241
H43 3.51532 0.71482 6.36573
H44 3.18893 0.88739 4.64645
H45 2.94472 4.21521 4.95042
H46 2.85958 2.76054 3.96422
C15 -5.47404 -0.94069 5.14781
O13 -6.50977 -1.35709 5.62489
N21 -4.84237 0.08858 5.51495
N22 -4.97636 -1.37671 4.02420
H47 -4.76381 0.29635 6.50022
H48 -4.02973 0.27694 4.94554
H49 -5.20120 -2.26323 3.59567
H50 -4.28427 -0.85985 3.50078
C16 4.40658 -3.61371 7.17953
O14 5.31511 -3.35107 6.50113
N23 3.13683 -3.56079 6.86239
N24 4.57827 -3.70116 8.43479
H51 2.98144 -3.45942 5.86957
H52 2.41939 -3.88036 7.49740
H53 5.49264 -3.69797 8.86377
H54 3.72791 -3.59752 8.96981
C17 -1.66317 3.82307 3.33137
O15 -2.12121 3.65106 4.42852
N25 -0.84904 4.70949 2.85449
N26 -2.32032 3.22186 2.31883
H55 -0.81259 4.71792 1.84518
H56 -0.38533 5.33800 3.49484
H57 -3.10086 2.60205 2.48228
H58 -1.87954 3.38656 1.42514
C18 1.00931 -7.03895 2.60085
O16 0.40510 -6.61679 3.51265
N27 1.67076 -8.10972 2.45075
N28 1.06451 -6.44573 1.48156
H59 1.89946 -8.35587 1.49828
H60 1.77957 -8.69660 3.26551
H61 1.78848 -6.58785 0.79180
H62 0.30021 -5.78878 1.41549

Energy relative to the best compared isomer or geometry (same formula, charge and spin) in eV: 14.003
HOMO energy in eV: -4.50
Total charge: -1
Energy in a.u.: -3759.8853
Multiplicity: 1
Orbital gap in eV: 6.02

Results of the Löwdin charge analysis, in e, for atoms 1 through 8:
1. C -0.512
2. O -0.143
3. O -0.284
4. C -0.627
5. F 0.129
6. F 0.166
7. F 0.098
8. C -0.241

---

(4)
A structure of composition C18H62MnO18 at a distorted geometry. Source: the Open Molecules 2025 dataset; level of theory: ωB97M-V/def2-TZVPD.

Atoms and positions in Å:
Mn1 -0.06778 0.24804 -0.01047
C1 -2.50651 2.89371 2.06418
C2 -1.65554 1.94396 1.23445
O1 -1.66140 0.72502 1.51522
O2 -0.93499 2.28685 0.29631
H1 -2.00016 3.80292 2.38828
H2 -3.03256 2.36646 2.86003
H3 -3.23019 3.22511 1.31949
C3 1.84289 -3.49416 0.37990
C4 1.23875 -2.05297 0.25623
O3 0.36734 -1.63905 1.04553
O4 1.46448 -1.31024 -0.74817
H4 2.43898 -3.55298 1.29057
H5 2.55480 -3.69366 -0.42104
H6 1.04677 -4.23674 0.43325
C5 -4.72490 -0.73037 3.23784
O5 -3.93028 -1.11838 2.13734
H7 -4.96937 0.33157 3.21320
H8 -5.62995 -1.33245 3.15732
H9 -4.39165 -1.06383 4.22061
H10 -3.18467 -0.52194 2.03765
C6 1.63765 1.28249 2.33591
O6 1.75803 0.98097 0.90947
H11 0.84854 0.75124 2.86806
H12 2.58477 1.09039 2.84007
H13 1.49354 2.35976 2.41849
H14 2.65945 1.24666 0.71340
C7 -0.22019 0.74035 -5.50452
O7 -0.61778 1.36302 -4.33801
H15 0.59698 0.03559 -5.35075
H16 -1.05779 0.18584 -5.92763
H17 0.09577 1.54200 -6.17207
H18 -1.43253 1.83187 -4.53279
C8 -2.75290 4.04569 -1.88513
O8 -3.95903 3.54149 -2.45170
H19 -2.61366 5.06042 -2.25801
H20 -3.00056 4.17531 -0.83158
H21 -1.88811 3.42844 -2.12852
H22 -4.72282 4.10018 -2.29011
C9 -1.22818 -0.44243 4.96929
O9 -1.28679 0.95639 4.89085
H23 -0.18716 -0.74806 5.07403
H24 -1.72419 -0.81797 5.86430
H25 -1.61446 -0.96005 4.09126
H26 -2.19034 1.28071 4.89485
C10 -1.26882 -3.83978 2.98450
O10 0.00841 -3.41067 3.35821
H27 -1.61445 -4.47252 3.80198
H28 -1.89023 -2.94688 2.91614
H29 -1.25980 -4.37358 2.03419
H30 0.29182 -2.78294 2.68946
C11 0.66204 5.24077 0.75155
O11 0.11588 4.80893 -0.51083
H31 1.35505 4.52726 1.19737
H32 1.18948 6.18348 0.60588
H33 -0.12289 5.46997 1.47229
H34 -0.37640 3.99374 -0.38948
C12 4.39362 -2.24815 -2.41571
O12 3.74730 -1.03435 -2.20327
H35 3.80982 -2.99887 -2.94833
H36 5.36783 -2.10966 -2.88459
H37 4.71835 -2.78630 -1.52517
H38 2.97827 -1.19164 -1.65059
C13 -2.66909 -0.04512 -1.68524
O13 -1.55387 -0.70582 -1.20750
H39 -2.40917 0.99459 -1.88411
H40 -2.93272 -0.47791 -2.65026
H41 -3.50064 -0.23759 -1.00731
H42 -1.78548 -1.63734 -1.22292
C14 -3.05619 -3.79624 -0.64156
O14 -2.14603 -3.33516 -1.57110
H43 -2.90392 -3.41909 0.36971
H44 -4.09686 -3.63919 -0.92516
H45 -3.08192 -4.88477 -0.59127
H46 -2.31632 -3.71728 -2.43516
C15 4.79599 -1.17323 1.62934
O15 5.21895 -2.34737 2.36650
H47 4.57419 -1.35704 0.57809
H48 3.87995 -0.79305 2.08148
H49 5.56649 -0.40225 1.63117
H50 5.34475 -2.06455 3.27523
C16 1.67484 1.91178 -2.19298
O16 0.52832 1.10665 -1.92734
H51 2.30992 2.07852 -1.32294
H52 2.34727 1.49571 -2.94319
H53 1.32494 2.83618 -2.65248
H54 0.15961 0.87791 -2.78367
C17 -0.24014 -3.52757 -4.28911
O17 -1.38171 -4.36813 -4.21792
H55 -0.49889 -2.57945 -3.81770
H56 0.59893 -3.98281 -3.76298
H57 0.11085 -3.37278 -5.30937
H58 -1.27439 -5.15435 -4.75824
C18 4.04129 3.56076 1.16872
O18 4.19908 2.17709 0.95492
H59 3.88048 4.15689 0.27046
H60 3.08490 3.65277 1.68344
H61 4.81380 3.96732 1.82143
H62 5.07519 2.06595 0.57851

Energy relative to the best compared isomer or geometry (same formula, charge and spin) in eV: 0.000
HOMO energy (spin up / spin down) in eV: -8.30 / -9.22
Energy in a.u.: -3228.2440
Multiplicity: 6
Orbital gap (spin up / spin down) in eV: 8.74 / 9.66
<S²>: 8.75

Results of the Löwdin charge analysis, in e, for atoms 1 through 8:
1. Mn 0.926
2. C 0.038
3. C -0.687
4. O -0.057
5. O -0.051
6. H 0.081
7. H 0.067
8. H 0.073